Computed, not measured: a cluster of 2 separate species, C4H10N2 in total at a distorted geometry, with the ωB97M-V functional and the def2-TZVPD basis.

E_HOMO (spin up / spin down): -0.25935 / -0.26163 Ha
calculated total energy: -267.718790 Ha
energy relative to the best compared isomer or geometry (same formula, charge and spin): 542.3 kJ/mol
lowest unoccupied orbital energy (spin up / spin down): 1.054 / 0.991 eV

Positions of all 16 atoms, in Å:
C 1.17449 -1.09957 0.66980
C 0.97783 0.02929 0.07929
C 1.77319 1.03592 -0.48337
C -1.46473 -0.35415 -0.94238
N -1.64279 0.45786 1.28876
N -1.19940 0.69727 0.03860
H 0.37475 -1.80533 0.83608
H 2.19159 -1.39215 0.75117
H 1.60182 2.02635 -0.07227
H 1.47843 1.15545 -1.59118
H 2.75870 0.54298 -0.57784
H -0.71753 -0.36206 -1.69655
H -1.44613 -1.38621 -0.54188
H -2.44944 -0.15726 -1.24211
H -1.85219 -0.47443 1.47949
H -1.55857 1.08604 2.00440